Density functional theory data (ωB97M-V/def2-TZVPD) for a 2-piece molecular cluster, C4H12NO2 overall in a non-equilibrium geometry.

CARTESIAN COORDINATES (ANGSTROEM)
C 0.1564 -0.5682 0.7276
N 0.2561 0.5377 -0.3287
C -0.5909 0.1354 -1.4315
O -1.7711 -0.2714 -1.1142
C 1.2525 -0.4523 1.7097
C 2.4467 0.2822 1.2584
H -0.8179 -0.3848 1.3760
H 0.0302 -1.5699 0.2875
H -0.1604 1.4044 0.1308
H -0.5653 1.0047 -2.0796
H -0.0374 -0.7656 -2.0487
H 1.6542 -1.4628 1.7434
H 0.8325 -0.2355 2.6878
H 3.2979 -0.0978 1.7551
H 2.4544 0.3275 0.1818
H 2.3046 1.2448 1.7817
H -4.0883 -0.1221 -2.7662
H -2.8585 0.3109 -1.7074
O -3.7955 0.6829 -2.1637

The energy relative to the best compared isomer or geometry (same formula, charge and spin) comes out at 56.4 kcal/mol. Its spin multiplicity is 2. Its LUMO energy (spin up / spin down) is 0.8 / -3.1 eV. The calculation puts the molar mass at 106.14 g/mol. Its HOMO energy (spin up / spin down) is -9.842 / -9.787 eV. The calculation puts the HOMO-LUMO gap (spin up / spin down) at 0.39096 / 0.24607 hartree.

***

Density functional theory data (ωB97M-V/def2-TZVPD) for a 2-piece molecular cluster, C4H12NO2 overall in a non-equilibrium geometry.

CARTESIAN COORDINATES (ANGSTROEM)
O -0.4467 -1.8006 -1.7848
C -0.5498 -2.1514 -0.6466
C -0.1455 -1.0425 0.4681
N -0.0783 0.2770 -0.3287
C -1.4903 0.7831 -0.6728
C 1.1729 -1.2034 1.2133
H -0.5100 -3.1994 -0.2828
H -1.0221 -0.9731 1.1666
H 0.5082 1.0532 0.0172
H 0.1817 -0.0434 -1.2756
H -2.1665 0.0332 -1.0221
H -1.3235 1.6918 -1.2267
H -1.8618 1.1946 0.2911
H 2.0318 -1.5663 0.6581
H 1.0485 -2.0625 1.9756
H 1.3143 -0.2720 1.7607
H 1.6523 3.1124 -0.6958
H 0.5531 3.4305 0.3615
O 1.1319 2.7388 0.0238

The energy relative to the best compared isomer or geometry (same formula, charge and spin) comes out at 42.3 kcal/mol. As for the charge: +1. Its spin multiplicity is 1. Its LUMO energy is -3.5 eV. The calculation puts the molar mass at 106.14 g/mol. Its HOMO energy is -14.695 eV. The calculation puts the HOMO-LUMO gap at 0.41004 hartree.

***

Density functional theory data (ωB97M-V/def2-TZVPD) for a 3-piece molecular cluster, C4H12NO2 overall in a non-equilibrium geometry.

CARTESIAN COORDINATES (ANGSTROEM)
C -0.6347 1.1666 -1.0462
C -0.3363 0.3403 0.1514
C 0.8317 -0.0744 0.6033
N 0.9091 -0.8731 1.8244
C 0.5550 -2.0788 1.8940
H -1.3225 1.9497 -0.7420
H 0.2126 1.6489 -1.5074
H -1.1645 0.5628 -1.7826
H -1.2337 0.0442 0.7090
H 1.8103 0.1596 0.2156
H 1.4085 -0.3844 2.5837
H 0.6315 -2.6384 2.8100
H 0.1241 -2.6115 1.0515
H 2.8926 0.4476 4.1765
H 1.5809 0.5151 4.9319
O 1.9355 0.4325 4.0350
H -3.6244 1.1690 -6.4363
H -2.8806 -0.1809 -6.6020
O -2.7817 0.7682 -6.7058

The energy relative to the best compared isomer or geometry (same formula, charge and spin) comes out at 49.2 kcal/mol. As for the charge: +1. Its spin multiplicity is 1. Its LUMO energy is -4.5 eV. The calculation puts the molar mass at 106.14 g/mol. Its HOMO energy is -13.208 eV. The calculation puts the HOMO-LUMO gap at 0.31936 hartree.

***

Density functional theory data (ωB97M-V/def2-TZVPD) for a 2-piece molecular cluster, C4H12NO2 overall in a non-equilibrium geometry.

CARTESIAN COORDINATES (ANGSTROEM)
C 2.3097 0.9144 0.1795
C 1.5221 -0.1018 -0.4876
C -1.3463 -0.6738 -0.5947
C -0.4724 0.1705 0.2613
N -2.8143 -0.0177 -0.5477
O -0.3149 -0.1421 1.5973
O -0.7465 1.5681 0.1263
H 1.9706 1.1063 1.1839
H 2.2823 1.8325 -0.2568
H 3.3347 0.5700 0.2349
H 1.3663 -0.0168 -1.5565
H 1.7109 -1.0205 -0.1284
H -1.1466 -0.4499 -1.5996
H -1.3786 -1.7106 -0.4341
H -3.2359 -0.1678 0.4235
H -3.3540 -0.2871 -1.3872
H -2.6880 0.9967 -0.6529
H 0.6258 -0.2638 1.8131
H 0.0014 2.0227 0.5432

The energy relative to the best compared isomer or geometry (same formula, charge and spin) comes out at 82.2 kcal/mol. As for the charge: +1. Its spin multiplicity is 1. Its LUMO energy is -3.6 eV. The calculation puts the molar mass at 106.14 g/mol. Its HOMO energy is -12.795 eV. The calculation puts the HOMO-LUMO gap at 0.33745 hartree.